Density functional theory data (ωB97M-V with the def2-TZVPD basis set) for a structure of composition C34H38LuN5O2P2S4.

Calculated values
Charge: 0
Orbital gap (Eh): 0.2469
Energy above the lowest of the compared OMol25 structures with the same formula, charge and spin (kcal per mole): 0.00
E_LUMO (eV): -1.2
E (Ha): -5253.89728

Atoms and positions in Å:
Lu: -2.01669 -0.20149 -0.65087
O: 1.24079 -5.18471 -4.92496
C: 0.62571 -5.49643 -3.89330
O: 0.53756 -6.56789 -3.27118
C: -0.06395 -4.31654 -3.19127
C: 0.11434 -3.01709 -3.64395
C: -0.43213 -1.97047 -2.93624
N: -1.21390 -2.14205 -1.85492
C: -1.44325 -3.40271 -1.45606
C: -0.86770 -4.49727 -2.08005
C: -2.41064 -3.56862 -0.34491
C: -2.48791 -4.76379 0.35865
C: -3.47239 -4.90819 1.31766
C: -4.34258 -3.85556 1.53770
C: -4.16067 -2.68433 0.82788
N: -3.20807 -2.52218 -0.09741
C: -0.25469 -0.56554 -3.38504
C: 0.65960 -0.21192 -4.36817
C: 0.68058 1.09625 -4.82011
C: -0.21108 2.01243 -4.28607
C: -1.05403 1.59101 -3.27510
N: -1.06181 0.33817 -2.81600
H: 0.69100 -2.89242 -4.54932
H: -1.03701 -5.51596 -1.76255
H: -1.79325 -5.56387 0.15428
H: -3.55697 -5.82945 1.87845
H: -5.13826 -3.91825 2.26557
H: -4.79192 -1.83132 1.01264
H: 1.32689 -0.95131 -4.78328
H: 1.37642 1.38987 -5.59479
H: -0.25102 3.03581 -4.63057
H: -1.76253 2.26414 -2.81125
S: -2.49144 -0.14002 1.98681
S: -4.39607 0.70763 1.86996
S: -5.06022 0.38135 -0.04913
S: -3.89965 1.48654 -1.37325
C: 0.30032 -2.20019 1.32580
P: 0.68328 -0.66757 0.40442
C: 0.78182 0.54912 1.81766
N: 1.34621 0.11274 2.90626
C: 1.38595 0.92930 3.99264
C: 2.00610 0.48246 5.18465
C: 2.04817 1.30773 6.26767
C: 1.46876 2.60330 6.21395
C: 0.86243 3.04537 5.07661
C: 0.81633 2.20495 3.93784
N: 0.21016 2.64573 2.80323
C: 0.18143 1.86660 1.76070
P: -0.81902 2.47227 0.29452
C: -2.12095 3.39239 1.16487
C: 0.22519 3.87930 -0.40094
C: 0.56656 4.95333 0.63861
C: -0.56524 4.57167 -1.51921
C: 1.50839 3.30540 -0.98633
C: 2.46127 -0.94621 -0.11892
C: 3.09894 0.36738 -0.55021
C: 2.45451 -1.90331 -1.31475
C: 3.29226 -1.58083 1.00177
H: 0.95131 -2.29831 2.19392
H: 0.42729 -3.05634 0.66284
H: -0.73430 -2.18283 1.67404
H: 2.43683 -0.50958 5.19853
H: 2.52438 0.97771 7.18097
H: 1.51063 3.23889 7.08776
H: 0.40960 4.02525 5.00800
H: -1.68820 4.08920 1.88000
H: -2.76940 2.68988 1.68445
H: -2.73274 3.91409 0.43026
H: -0.29834 5.57256 0.87508
H: 1.32986 5.60810 0.20859
H: 0.95164 4.54772 1.57049
H: -1.54168 4.92482 -1.18944
H: -0.70411 3.93443 -2.38924
H: 0.00196 5.44667 -1.84823
H: 2.15632 2.89466 -0.21209
H: 2.06323 4.09856 -1.49495
H: 1.30060 2.52145 -1.71885
H: 2.53455 0.85457 -1.34596
H: 4.09975 0.15524 -0.93339
H: 3.20348 1.06295 0.28424
H: 2.00644 -1.44630 -2.19374
H: 1.93976 -2.84379 -1.11258
H: 3.48858 -2.15142 -1.56675
H: 3.18963 -1.06859 1.95521
H: 4.34324 -1.54493 0.70282
H: 3.03376 -2.62943 1.14733